[1]
Molecular formula: C2H7N2P
Method: DFT, ωB97M-V/def2-TZVPD

The geometry in XYZ format:
```
12
Properties=species:S:1:pos:R:3:nbo_charge:R:1
C -1.673 0.919 -0.352 -0.61
C -1.097 -0.391 0.318 -0.32
N 0.195 -0.854 -0.015 -0.50
P 1.781 0.422 0.826 0.77
N 2.892 -0.337 -0.050 -1.16
H -1.325 1.903 -0.227 0.21
H -1.495 0.512 -1.361 0.21
H -2.734 0.939 -0.153 0.21
H -1.706 -1.114 -0.194 0.20
H -1.116 -0.363 1.461 0.19
H 2.543 -0.939 -0.683 0.40
H 3.735 -0.698 0.429 0.40
```

Values from the calculation:
lowest unoccupied orbital energy (spin up / spin down): -0.167 / -0.053 eV
SMILES: CC/N=P/N
relative energy (zero: lowest compared OMol25 entry of this formula, charge and spin): 3.761 eV
HOMO (spin up / spin down): -8.89 / -7.38 eV

[2]
Molecular formula: C18H48AsF6O18S6
Method: DFT, ωB97M-V/def2-TZVPD

The geometry in XYZ format:
```
97
Properties=species:S:1:pos:R:3:mulliken_charge:R:1
As -0.099 -0.180 0.665 2.04
F 0.047 0.189 2.390 -0.46
F -0.777 1.417 0.420 -0.47
F -0.095 -0.469 -1.061 -0.52
F 0.496 -1.827 0.913 -0.46
F -1.709 -0.759 0.950 -0.53
F 1.567 0.388 0.537 -0.43
O 5.479 2.909 -2.817 -0.66
S 4.281 2.309 -2.323 1.24
O 3.192 3.141 -1.836 -0.61
O 3.711 1.325 -3.445 -0.39
C 2.348 0.902 -3.209 0.33
C 1.925 -0.020 -4.343 -1.33
C 4.705 1.143 -1.013 -0.65
H 1.669 1.749 -3.143 0.38
H 2.148 0.328 -2.300 -0.09
H 0.851 -0.149 -4.170 0.31
H 2.442 -0.976 -4.289 0.29
H 1.963 0.377 -5.358 0.41
H 3.926 1.174 -0.256 0.15
H 5.706 1.309 -0.622 0.51
H 4.757 0.140 -1.439 0.09
O 2.870 3.027 5.242 -0.65
S 1.508 2.566 5.296 1.15
O 0.747 2.683 6.523 -0.65
O 0.692 3.323 4.083 -0.14
C 1.529 3.736 2.993 -0.37
C 0.681 4.241 1.844 -0.50
C 1.478 0.814 4.828 -0.67
H 2.188 2.952 2.610 0.37
H 2.190 4.514 3.380 0.41
H 0.322 3.402 1.251 -0.11
H 1.216 4.973 1.243 0.43
H -0.192 4.761 2.247 -0.01
H 1.873 0.772 3.818 0.04
H 0.436 0.514 4.832 0.25
H 2.067 0.394 5.637 0.46
O -5.065 -2.110 -3.468 -0.59
S -6.027 -1.075 -3.177 1.19
O -7.415 -1.424 -3.018 -0.61
O -5.487 -0.261 -1.854 -0.37
C -4.117 -0.337 -1.475 -0.11
C -3.264 0.785 -2.027 -0.68
C -5.870 0.209 -4.439 -1.02
H -3.686 -1.312 -1.699 0.29
H -4.128 -0.180 -0.393 0.19
H -2.263 0.616 -1.625 0.06
H -3.575 1.815 -1.878 0.29
H -3.112 0.615 -3.102 0.26
H -4.903 0.228 -4.919 0.31
H -6.267 1.105 -3.967 0.33
H -6.678 -0.100 -5.109 0.42
O -2.828 -4.912 -1.411 -0.55
S -1.826 -5.645 -0.711 1.19
O -1.923 -7.054 -0.531 -0.65
O -0.385 -5.341 -1.361 -0.36
C -0.204 -4.072 -1.999 0.12
C -0.457 -4.110 -3.510 -1.34
C -1.545 -4.911 0.950 -0.75
H 0.881 -3.958 -1.964 0.08
H -0.689 -3.271 -1.442 0.34
H -1.435 -4.505 -3.790 0.34
H 0.217 -4.920 -3.811 0.39
H -0.240 -3.192 -4.047 0.30
H -0.509 -5.120 1.203 0.29
H -2.283 -5.358 1.607 0.42
H -1.644 -3.827 0.902 0.13
O -1.897 6.320 4.729 -0.60
S -3.054 5.904 3.974 1.21
O -3.197 6.314 2.589 -0.62
O -3.127 4.293 4.024 -0.25
C -3.793 3.598 2.978 -0.63
C -2.775 3.232 1.883 -0.49
C -4.542 6.419 4.876 -0.96
H -4.591 4.133 2.456 0.37
H -4.197 2.641 3.307 0.43
H -2.004 2.595 2.309 0.06
H -2.295 4.113 1.461 0.26
H -3.301 2.775 1.041 0.21
H -5.247 5.612 4.667 0.31
H -4.930 7.272 4.325 0.36
H -4.337 6.557 5.929 0.30
O 5.951 -3.947 0.938 -0.61
S 5.741 -4.943 -0.089 1.15
O 6.018 -6.326 0.120 -0.61
O 4.179 -4.777 -0.579 -0.36
C 3.428 -3.756 0.074 -0.35
C 3.528 -2.388 -0.600 -0.67
C 6.515 -4.337 -1.587 -0.85
H 3.541 -3.695 1.154 0.40
H 2.358 -3.980 0.016 0.09
H 3.694 -2.534 -1.673 0.40
H 4.394 -1.821 -0.253 0.53
H 2.603 -1.837 -0.466 -0.08
H 7.574 -4.551 -1.460 0.38
H 6.195 -3.327 -1.806 0.25
H 6.154 -5.031 -2.349 0.32
```

Values from the calculation:
lowest unoccupied orbital energy: 1.925 eV
relative energy (zero: lowest compared OMol25 entry of this formula, charge and spin): 1.157 eV
HOMO: -8.75 eV
net charge: -1

[3]
Molecular formula: C33H40N5NiO4PSi
Method: DFT, ωB97M-V/def2-TZVPD

The geometry in XYZ format:
```
85
Properties=species:S:1:pos:R:3:lowdin_spin:R:1
Ni 0.027 -0.540 0.674 1.45
C -3.327 -3.463 1.871 0.00
O -2.468 -3.048 2.967 0.01
C -1.551 -2.258 2.427 0.02
N -1.632 -1.951 1.189 0.04
C -2.875 -2.568 0.688 0.00
C -2.730 -3.337 -0.601 0.00
C -1.536 -3.957 -0.955 0.00
C -1.458 -4.720 -2.116 0.00
C -2.577 -4.873 -2.928 0.00
C -3.776 -4.258 -2.577 0.00
C -3.848 -3.488 -1.421 0.00
C -0.498 -1.701 3.286 0.03
C -0.448 -1.804 4.667 0.00
C 0.574 -1.143 5.335 0.02
C 1.512 -0.421 4.606 0.00
C 1.383 -0.390 3.230 0.03
N 0.392 -1.004 2.589 0.06
C 2.296 0.286 2.295 0.02
N 2.135 0.201 1.029 0.03
C 3.326 0.826 0.426 0.00
C 3.990 1.548 1.623 0.00
O 3.331 0.957 2.776 0.01
C 3.089 1.728 -0.761 0.00
C 1.825 2.149 -1.147 0.00
C 1.676 3.003 -2.237 0.00
C 2.783 3.425 -2.956 0.00
C 4.053 3.002 -2.576 0.00
C 4.204 2.162 -1.484 0.00
H -4.358 -3.308 2.172 0.00
H -3.153 -4.520 1.679 0.00
H -3.603 -1.767 0.533 0.00
H -0.660 -3.837 -0.327 0.00
H -0.520 -5.187 -2.387 0.00
H -2.521 -5.476 -3.826 0.00
H -4.655 -4.387 -3.196 0.00
H -4.788 -3.020 -1.144 0.00
H -1.193 -2.385 5.194 0.00
H 0.640 -1.191 6.414 0.00
H 2.328 0.105 5.085 0.00
H 3.981 0.002 0.110 0.00
H 3.788 2.617 1.614 0.00
H 5.055 1.365 1.719 0.00
H 0.959 1.836 -0.580 0.00
H 0.687 3.352 -2.509 0.00
H 2.665 4.096 -3.799 0.00
H 4.926 3.340 -3.120 0.00
H 5.202 1.845 -1.187 0.00
N 3.134 -0.842 -2.924 0.00
C 1.914 -0.147 -3.465 0.00
P 0.523 -1.150 -2.793 0.00
O 0.953 -2.541 -3.090 0.00
O 0.134 -0.753 -1.395 0.03
C -0.953 -0.647 -3.765 0.00
N -2.131 -1.176 -2.998 0.00
H 3.237 -0.629 -1.931 0.00
H 3.993 -0.571 -3.400 0.00
H 2.972 -1.857 -3.025 0.00
H 1.930 -0.273 -4.547 0.00
H 1.934 0.906 -3.194 0.00
H -0.950 -1.060 -4.772 0.00
H -1.045 0.437 -3.801 0.00
H -3.022 -0.802 -3.318 0.00
H -2.008 -0.941 -2.005 0.00
H -2.186 -2.203 -3.041 0.00
C -2.590 0.869 2.719 0.02
Si -1.467 1.176 1.249 0.13
C -2.564 1.362 -0.285 0.03
C -0.597 2.809 1.566 0.02
C 0.234 2.966 2.680 0.01
C 0.946 4.140 2.893 0.00
C 0.830 5.195 1.995 0.01
C -0.013 5.073 0.899 0.00
C -0.716 3.892 0.689 0.01
H -3.318 1.684 2.772 0.00
H -2.035 0.868 3.662 0.00
H -3.145 -0.072 2.648 0.00
H -3.255 2.205 -0.168 0.01
H -3.171 0.458 -0.424 0.00
H -1.966 1.534 -1.187 0.00
H 0.307 2.170 3.418 0.00
H 1.575 4.241 3.770 0.00
H 1.376 6.115 2.163 0.00
H -0.131 5.904 0.213 0.00
H -1.376 3.820 -0.172 0.00
```

Values from the calculation:
lowest unoccupied orbital energy (spin up / spin down): -5.143 / -5.466 eV
2S+1: 3
HOMO (spin up / spin down): -11.30 / -12.90 eV
net charge: +2

[4]
Molecular formula: C7H28O7
Method: DFT, ωB97M-V/def2-TZVPD

The geometry in XYZ format:
```
42
Properties=species:S:1:pos:R:3:nbo_charge:R:1
C 2.107 -0.458 -5.157 -0.25
O 1.525 -1.714 -4.974 -0.72
H 1.272 0.100 -5.580 0.16
H 2.481 -0.027 -4.228 0.16
H 2.924 -0.334 -5.868 0.18
H 0.662 -1.545 -4.588 0.47
C -6.258 4.514 2.532 -0.25
O -5.020 4.628 1.848 -0.72
H -5.933 4.109 3.490 0.18
H -6.745 5.469 2.726 0.17
H -6.934 3.768 2.112 0.16
H -5.114 5.166 1.059 0.46
C 5.669 -4.092 -1.275 -0.25
O 6.211 -5.409 -1.359 -0.72
H 6.232 -3.402 -1.903 0.16
H 4.612 -4.041 -1.536 0.17
H 5.761 -3.815 -0.225 0.18
H 5.965 -5.779 -2.210 0.46
C -5.067 -0.530 -3.945 -0.26
O -3.775 -0.291 -3.453 -0.71
H -5.226 -0.283 -4.995 0.18
H -5.449 -1.522 -3.706 0.17
H -5.686 0.288 -3.578 0.16
H -3.899 -0.422 -2.510 0.46
C 6.568 1.381 1.155 -0.24
O 6.626 1.382 -0.275 -0.75
H 6.700 0.401 1.613 0.17
H 7.450 1.990 1.358 0.17
H 5.691 1.887 1.557 0.19
H 7.375 0.962 -0.704 0.48
C -3.342 -1.837 6.371 -0.25
O -2.653 -0.746 5.818 -0.72
H -4.350 -1.812 5.957 0.15
H -2.871 -2.755 6.020 0.16
H -3.515 -1.745 7.444 0.19
H -2.761 -0.812 4.866 0.46
C 0.100 1.032 0.979 -0.26
O -1.331 1.004 1.057 -0.73
H 0.580 1.174 1.947 0.16
H 0.697 0.297 0.439 0.19
H 0.318 1.930 0.400 0.16
H -1.598 1.887 1.321 0.47
```

Values from the calculation:
lowest unoccupied orbital energy: 0.394 eV
SMILES: CO.CO.CO.CO.CO.CO.CO
relative energy (zero: lowest compared OMol25 entry of this formula, charge and spin): 5.383 eV
HOMO: -10.24 eV